No. 1
The following is a DFT calculation (ωB97M-V/def2-TZVPD) of a molecular structure, C13H40CaO21P4S.

Computed properties:
- Strongest force on any atom: 4.06 eV Å⁻¹
- Net charge: 0
- Gap between HOMO and LUMO: 3.005 eV
- HOMO: -0.2290 Ha

Last column: Mulliken charge in e.
Positions of all 80 atoms, in Å:
Ca -0.091 2.997 -0.699  1.092
S 2.988 6.973 0.253  1.240
O 1.616 6.749 0.657  -0.520
O 3.825 6.917 1.467  -0.614
O 3.103 5.761 -0.557  -0.551
O 3.169 8.203 -0.495  -0.626
C -2.996 6.619 -3.756  -0.591
O -3.140 5.384 -3.207  -0.476
H -3.870 7.212 -3.488  0.240
H -2.170 7.204 -3.353  0.252
H -3.036 6.658 -4.845  0.253
H -4.088 5.255 -3.133  0.318
C 6.016 -0.565 1.642  -0.720
O 5.462 -1.737 1.220  -0.265
P 4.016 -2.122 1.810  1.037
O 3.003 -1.075 1.661  -0.653
O 3.661 -3.526 1.074  -0.299
C 4.429 -4.702 1.144  -0.687
O 4.348 -2.582 3.350  -0.310
C 3.359 -3.106 4.108  -0.688
H 5.351 0.256 1.910  0.347
H 6.551 -0.232 0.753  0.255
H 6.730 -0.693 2.457  0.257
H 4.754 -5.094 0.180  0.279
H 3.728 -5.461 1.491  0.288
H 5.227 -4.636 1.883  0.322
H 2.814 -2.398 4.733  0.264
H 3.797 -3.851 4.771  0.254
H 2.604 -3.562 3.468  0.312
C 2.053 2.707 -7.659  -0.690
O 2.407 1.367 -7.929  -0.266
P 2.430 0.172 -6.856  1.038
O 2.015 0.487 -5.456  -0.664
O 1.539 -0.986 -7.603  -0.314
C 1.796 -1.284 -8.913  -0.654
O 3.927 -0.480 -7.000  -0.313
C 4.259 -1.685 -6.343  -0.687
H 1.992 2.926 -6.593  0.309
H 1.102 2.940 -8.137  0.270
H 2.859 3.384 -7.941  0.269
H 2.466 -0.570 -9.391  0.341
H 0.832 -1.327 -9.420  0.254
H 2.346 -2.223 -8.984  0.250
H 4.899 -1.517 -5.476  0.279
H 4.769 -2.366 -7.025  0.262
H 3.375 -2.210 -5.982  0.314
C -0.456 3.188 6.482  -0.699
O -1.308 2.027 6.518  -0.290
P -2.809 2.008 5.858  1.012
O -2.797 2.358 4.413  -0.658
O -3.339 0.499 6.187  -0.260
C -3.251 -0.128 7.420  -0.677
O -3.642 2.969 6.845  -0.292
C -5.044 2.987 6.785  -0.746
H -0.235 3.520 7.496  0.278
H -0.832 4.077 5.975  0.315
H 0.461 2.946 5.945  0.274
H -2.451 0.309 8.016  0.314
H -2.863 -1.136 7.273  0.272
H -4.178 -0.074 7.990  0.261
H -5.322 3.992 6.467  0.304
H -5.489 2.644 7.719  0.250
H -5.443 2.400 5.958  0.340
C -5.895 -2.215 0.867  -0.637
O -5.425 -2.863 -0.344  -0.315
P -3.810 -3.059 -0.614  0.994
O -3.097 -1.806 -1.010  -0.636
O -3.267 -3.747 0.770  -0.273
C -3.654 -5.095 1.121  -0.698
O -3.746 -4.233 -1.705  -0.329
C -2.493 -4.686 -2.226  -0.708
H -5.562 -2.715 1.776  0.246
H -6.974 -2.272 1.011  0.272
H -5.498 -1.201 0.894  0.307
H -4.321 -5.402 0.315  0.328
H -4.248 -5.102 2.035  0.280
H -2.847 -5.827 1.153  0.279
H -1.673 -3.994 -2.034  0.337
H -2.438 -4.861 -3.301  0.283
H -2.279 -5.685 -1.848  0.265


No. 2
The following is a DFT calculation (ωB97M-V/def2-TZVPD) of 2 unconnected molecules or ions with the total composition C3H9N2O2S.

Computed properties:
- Energy above the lowest of the compared OMol25 structures with the same formula, charge and spin: 139.3 kcal per mole
- Strongest force on any atom: 3.88 eV Å⁻¹
- Net charge: -1
- Gap between HOMO and LUMO (alpha / beta): 7.524 / 7.465 eV
- HOMO (alpha / beta): -0.1426 / -0.1293 Ha

Last column: natural (NBO) charge in e.
Positions of all 17 atoms, in Å:
C -0.041 -0.788 -1.687  -0.626
C 1.428 -0.089 1.689  -0.441
C 0.425 -1.042 -0.283  -0.238
N -0.541 1.386 0.350  -1.027
N 1.144 0.049 0.280  -0.313
O -2.407 2.156 -1.099  -1.027
O -3.035 0.563 0.558  -1.004
S -2.218 1.708 0.234  1.831
H -0.388 -1.641 -2.265  0.194
H -0.650 0.127 -1.605  0.249
H 0.856 -0.488 -2.175  0.190
H 2.068 -1.017 1.701  0.172
H 2.154 0.705 2.121  0.189
H 0.521 -0.338 2.412  0.188
H -0.351 -1.453 0.249  0.176
H 1.083 -2.025 -0.375  0.136
H -0.049 2.188 -0.103  0.348


No. 3
The following is a DFT calculation (ωB97M-V/def2-TZVPD) of 12 unconnected molecules or ions with the total composition C6H38NO11.

Computed properties:
- Energy above the lowest of the compared OMol25 structures with the same formula, charge and spin: 0.0 kcal per mole
- Strongest force on any atom: 2.38 eV Å⁻¹
- Net charge: +1
- Gap between HOMO and LUMO: 10.896 eV
- HOMO: -0.4907 Ha

Last column: natural (NBO) charge in e.
Positions of all 56 atoms, in Å:
C -0.282 -1.392 -3.123  -0.640
C -0.466 -0.464 -1.944  -0.051
C -0.647 1.035 -2.062  -0.420
C -1.870 1.562 -2.912  -0.388
C -3.174 0.835 -2.518  -0.403
C -3.906 1.604 -1.402  -0.612
N 0.648 -0.653 -0.948  -0.744
H 0.529 -1.141 -3.815  0.215
H -1.181 -1.318 -3.735  0.236
H -0.154 -2.452 -2.910  0.237
H -1.399 -0.844 -1.532  0.202
H 0.204 1.614 -2.420  0.226
H -0.898 1.393 -1.059  0.205
H -1.980 2.638 -2.830  0.216
H -1.583 1.360 -3.946  0.209
H -2.846 -0.129 -2.154  0.180
H -3.901 0.813 -3.329  0.224
H -3.126 1.796 -0.648  0.164
H -4.078 2.626 -1.736  0.224
H -4.718 1.070 -0.922  0.225
H 1.498 -0.893 -1.459  0.471
H 0.440 -1.395 -0.274  0.448
H 0.814 0.193 -0.321  0.487
H -0.365 0.010 4.711  0.496
H -0.743 -1.065 3.682  0.484
O -0.264 -0.228 3.781  -0.989
H -3.020 0.504 0.748  0.459
H -3.849 1.496 1.334  0.472
O -3.372 0.712 1.623  -0.929
H 0.039 3.065 3.013  0.480
H -0.726 1.814 3.349  0.476
O 0.033 2.327 3.639  -0.958
H 1.265 -3.644 1.442  0.493
H 0.517 -2.489 2.051  0.492
O 0.825 -2.821 1.195  -0.974
H 3.465 0.222 0.839  0.492
H 3.620 -0.504 -0.528  0.502
O 3.008 -0.336 0.200  -0.988
H 2.769 -2.468 -0.330  0.493
H 3.169 -3.492 -1.381  0.484
O 2.946 -2.561 -1.273  -0.971
H 3.106 -1.990 3.631  0.482
H 2.471 -1.701 2.165  0.484
O 3.256 -1.899 2.687  -0.971
H -2.294 -1.853 3.030  0.499
H -1.713 -3.260 2.830  0.495
O -1.536 -2.332 2.668  -0.970
H 2.589 3.667 2.957  0.475
H 2.228 4.519 1.786  0.467
O 1.911 4.292 2.667  -0.938
H 3.647 0.485 -3.021  0.486
H 3.105 -0.880 -3.449  0.488
O 3.174 -0.286 -2.695  -0.961
H 1.226 1.691 1.366  0.500
H 0.619 0.374 2.045  0.527
O 0.974 0.774 1.235  -0.985


No. 4
The following is a DFT calculation (ωB97M-V/def2-TZVPD) of a single C22H23N3O3 molecule.

Computed properties:
- SMILES: Cc1nn(-c2ccccc2)c(C)c1NC(=O)COC(=O)CCc1ccccc1
- Energy above the lowest of the compared OMol25 structures with the same formula, charge and spin: 48.5 kcal per mole
- Strongest force on any atom: 0.80 eV Å⁻¹
- Net charge: 0
- Gap between HOMO and LUMO: 8.796 eV
- HOMO: -0.2974 Ha

Last column: natural (NBO) charge in e.
Positions of all 51 atoms, in Å:
C -1.125 -2.488 -0.334  -0.645
C -2.038 -1.320 -0.227  0.142
N -3.347 -1.436 -0.230  -0.274
N -3.849 -0.197 -0.124  -0.199
C -5.242 -0.041 -0.112  0.224
C -6.006 -1.013 0.528  -0.231
C -7.383 -0.908 0.544  -0.199
C -8.008 0.164 -0.073  -0.219
C -7.249 1.118 -0.728  -0.202
C -5.869 1.017 -0.759  -0.253
C -2.867 0.745 -0.031  0.182
C -3.120 2.195 0.162  -0.674
C -1.675 0.043 -0.093  0.011
N -0.343 0.476 -0.094  -0.612
C 0.217 1.451 0.643  0.649
O -0.364 2.199 1.402  -0.612
C 1.739 1.559 0.416  -0.167
O 2.466 0.499 1.039  -0.484
C 2.570 -0.666 0.410  0.829
O 2.030 -0.918 -0.642  -0.646
C 3.462 -1.620 1.164  -0.494
C 4.655 -2.009 0.274  -0.427
C 5.433 -0.781 -0.110  0.065
C 5.189 -0.140 -1.318  -0.258
C 5.868 1.019 -1.649  -0.193
C 6.801 1.551 -0.776  -0.222
C 7.052 0.918 0.429  -0.201
C 6.370 -0.239 0.760  -0.246
H -0.371 -2.323 -1.103  0.223
H -0.610 -2.652 0.613  0.219
H -1.702 -3.375 -0.579  0.238
H -5.501 -1.842 0.996  0.238
H -7.972 -1.663 1.044  0.215
H -9.084 0.249 -0.054  0.214
H -7.732 1.944 -1.229  0.215
H -5.289 1.744 -1.305  0.221
H -3.126 2.724 -0.791  0.217
H -4.073 2.355 0.662  0.228
H -2.321 2.612 0.772  0.276
H 0.289 -0.137 -0.604  0.438
H 2.099 2.473 0.890  0.224
H 1.958 1.570 -0.658  0.206
H 3.801 -1.136 2.079  0.231
H 2.884 -2.513 1.412  0.238
H 4.277 -2.507 -0.620  0.225
H 5.291 -2.706 0.823  0.220
H 4.461 -0.553 -2.002  0.221
H 5.670 1.507 -2.593  0.213
H 7.333 2.455 -1.035  0.214
H 7.781 1.327 1.113  0.214
H 6.570 -0.731 1.702  0.208